{"formula": "C2H6N3", "method": "ωB97M-V with the def2-TZVPD basis set", "charge": 1, "homo_lumo_gap_ev": 10.78, "multiplicity": 1, "smiles": "C1N=NC[NH2+]1", "symbols": ["C", "N", "N", "C", "N", "H", "H", "H", "H", "H", "H"], "positions_angstrom": [[-0.5170, 1.2373, -0.0311], [-1.8701, 0.6576, -0.0112], [-1.8509, -0.5432, 0.0530], [-0.5929, -1.1090, -0.0775], [0.4303, -0.0385, 0.0567], [-0.3375, 1.6304, -1.0004], [-0.3312, 1.6942, 0.9040], [-0.4090, -1.8738, 0.6464], [-0.6120, -1.7635, -0.9303], [1.1409, -0.3378, -0.6735], [0.8200, 0.0862, 1.0156]]}

{"formula": "C4H10N2", "method": "ωB97M-V with the def2-TZVPD basis set", "homo_lumo_gap_ev": 9.94, "multiplicity": 1, "smiles": "NC[C@@H]1CCN1", "symbols": ["N", "C", "C", "C", "C", "N", "H", "H", "H", "H", "H", "H", "H", "H", "H", "H"], "positions_angstrom": [[2.4436, 0.3002, -0.0244], [1.3189, -0.5425, 0.3613], [0.0330, -0.2195, -0.3786], [-0.7259, 1.0759, 0.0064], [-2.0088, 0.2387, 0.1288], [-1.2079, -0.9908, 0.0300], [2.5251, 0.1937, -1.0578], [2.1406, 1.2631, 0.1435], [1.1519, -0.5727, 1.4617], [1.6483, -1.5666, 0.1092], [0.1765, -0.2659, -1.4889], [-0.4763, 1.4412, 1.0285], [-0.7240, 1.8833, -0.7056], [-2.4998, 0.4389, 1.1148], [-2.7034, 0.3928, -0.7585], [-1.5928, -1.6895, -0.5929]]}

{"formula": "CH2F2O2P", "method": "ωB97M-V with the def2-TZVPD basis set", "charge": -1, "homo_lumo_gap_ev": 8.57, "multiplicity": 1, "symbols": ["C", "O", "O", "F", "F", "P", "H", "H"], "positions_angstrom": [[0.7022, -0.0083, 0.6938], [1.3841, -2.7182, 1.0085], [-0.9854, -2.1935, 1.6908], [0.0657, 1.0013, 1.3600], [-0.7120, -1.5483, -1.8242], [0.2153, -1.7970, 0.9889], [0.5916, 0.2408, -0.3810], [1.8571, -0.0100, 1.1270]]}

{"formula": "C4H5NO2", "method": "ωB97M-V with the def2-TZVPD basis set", "homo_lumo_gap_ev": 9.99, "multiplicity": 1, "smiles": "O=C[C@H]1CN1C=O", "symbols": ["O", "C", "C", "C", "N", "C", "O", "H", "H", "H", "H", "H"], "positions_angstrom": [[-1.8899, 0.9137, -0.7370], [-0.7246, 0.7763, -1.0202], [0.1722, 0.8087, 0.2022], [-0.4833, 0.0630, 1.2486], [1.1490, -0.1923, 0.5995], [1.1431, -1.2492, -0.3652], [0.2445, -1.4597, -1.1527], [-0.3840, 0.6924, -2.0606], [0.5199, 1.8073, 0.4692], [-1.0646, -0.8203, 0.9918], [-0.7499, 0.5091, 2.2207], [2.0676, -1.8491, -0.3965]]}

{"formula": "C5H10O3", "method": "ωB97M-V with the def2-TZVPD basis set", "homo_lumo_gap_ev": 9.24, "multiplicity": 1, "symbols": ["C", "C", "O", "O", "O", "H", "H", "H", "H", "C", "C", "C", "H", "H", "H", "H", "H", "H"], "positions_angstrom": [[-1.3029, 0.3909, 1.7820], [0.7950, -0.4183, 1.0358], [-0.4177, -0.7063, 1.4883], [1.2687, 0.7698, 1.4719], [1.6319, -1.3818, 0.7924], [2.2248, 0.7549, 1.3271], [-0.9354, 0.9599, 2.6351], [-1.3864, 1.0439, 0.9109], [-2.2625, -0.0644, 2.0100], [-0.7828, -0.9088, -1.6175], [0.3921, -0.1492, -1.0707], [0.8099, 1.0126, -1.5697], [1.2737, -0.9950, -0.3911], [-1.2651, -0.3814, -2.4469], [-0.4864, -1.9023, -1.9639], [-1.5314, -1.0744, -0.8389], [1.6397, 1.5575, -1.1311], [0.3347, 1.4927, -2.4238]]}

{"formula": "C35H38F24O8S3", "method": "ωB97M-V with the def2-TZVPD basis set", "homo_lumo_gap_ev": 7.50, "multiplicity": 1, "symbols": ["C", "C", "C", "F", "F", "F", "F", "O", "C", "C", "F", "F", "F", "F", "H", "H", "H", "H", "C", "C", "C", "F", "F", "F", "F", "O", "C", "C", "F", "F", "F", "F", "H", "H", "H", "H", "C", "C", "C", "F", "F", "F", "F", "O", "C", "C", "F", "F", "F", "F", "H", "H", "H", "H", "C", "S", "O", "C", "H", "H", "H", "H", "H", "H", "C", "S", "O", "C", "H", "H", "H", "H", "H", "H", "C", "S", "O", "C", "H", "H", "H", "H", "H", "H", "C", "C", "C", "C", "C", "C", "C", "O", "C", "C", "C", "C", "C", "C", "C", "O", "H", "H", "H", "H", "H", "H", "H", "H"], "positions_angstrom": [[-4.5062, 2.9652, -1.9236], [-3.7643, 1.5974, -1.5831], [-3.9344, 0.4470, -2.6438], [-3.9324, 0.9576, -3.8944], [-3.2000, -0.6099, -2.6508], [-2.4790, 1.7570, -1.2161], [-4.3572, 1.0982, -0.4444], [-5.8031, 2.7060, -2.4231], [-6.8013, 3.7191, -2.4488], [-8.0278, 3.4106, -3.3314], [-7.7942, 3.3509, -4.6652], [-8.6138, 2.2857, -3.0625], [-7.0281, 4.0410, -1.1666], [-6.2888, 4.9009, -2.9275], [-4.0084, 3.3876, -2.7965], [-4.3841, 3.7494, -1.1765], [-4.9059, -0.0263, -2.5014], [-8.7633, 4.2004, -3.1788], [0.9685, -3.0432, 6.0613], [0.5124, -1.7470, 6.5999], [-0.0339, -1.9486, 8.0609], [0.6758, -2.6713, 8.9683], [-0.3181, -0.7620, 8.5821], [1.6067, -0.9771, 6.5258], [-0.3497, -1.3833, 5.6783], [1.4793, -2.9846, 4.7561], [1.3934, -4.2220, 3.9992], [1.8656, -3.7980, 2.5422], [1.9322, -4.8244, 1.6770], [1.2171, -2.8086, 1.9801], [2.1699, -5.0935, 4.6743], [0.1808, -4.6968, 3.9605], [0.1667, -3.7816, 6.0670], [1.7292, -3.5693, 6.6380], [-1.0552, -2.3273, 8.0989], [2.8991, -3.4517, 2.5505], [1.8317, -0.8258, -4.3212], [2.5315, -0.7645, -5.7401], [1.4775, -0.9560, -6.9310], [0.3873, -0.1546, -6.8261], [1.9271, -0.8485, -8.1870], [3.1957, 0.4262, -5.9208], [3.4306, -1.7774, -5.6944], [1.1248, -2.0178, -4.0919], [-0.0752, -2.0360, -3.2233], [-0.3860, -3.4327, -2.7260], [0.6339, -3.9776, -2.1429], [-1.5006, -3.5714, -1.9639], [-0.0066, -1.1227, -2.2048], [-1.0839, -1.6021, -4.0094], [1.2981, 0.0917, -4.0731], [2.6030, -0.7644, -3.5535], [1.1351, -1.9907, -6.9153], [-0.5975, -4.0253, -3.6160], [0.5153, 0.5065, 3.1627], [-0.2846, -0.0672, 1.6388], [-1.7397, 0.4662, 1.6532], [0.5809, 1.1462, 0.5399], [1.5419, 0.1442, 3.1085], [0.0846, 0.1731, 4.1069], [0.5255, 1.5934, 3.2440], [1.6477, 0.9456, 0.6389], [0.3387, 2.1207, 0.9640], [0.3277, 1.1503, -0.5202], [-5.3098, -0.0729, 6.5644], [-3.4663, 0.0686, 6.4502], [-2.9215, 0.8920, 7.6218], [-3.2423, 1.2592, 5.0476], [-5.5431, -0.4715, 7.5518], [-5.8089, -0.6892, 5.8166], [-5.8235, 0.8824, 6.4577], [-2.2446, 1.3629, 4.6211], [-3.7773, 2.1991, 5.1836], [-3.7888, 0.7852, 4.2323], [-0.9284, 4.6650, 2.1359], [-0.5175, 5.4315, 0.5713], [0.1281, 4.3405, -0.2994], [-2.1760, 5.8196, -0.1349], [-1.8649, 4.1073, 2.1404], [-1.2604, 5.4683, 2.7937], [0.0081, 4.2159, 2.4665], [-2.1154, 6.6351, -0.8555], [-2.9420, 6.1521, 0.5657], [-2.5964, 5.0410, -0.7714], [5.3203, 2.4779, -3.3704], [4.2397, 2.5445, -2.5251], [3.8860, 1.4516, -1.8008], [4.4694, 0.2453, -2.0030], [5.5845, 0.0950, -2.8951], [6.0036, 1.2483, -3.5103], [6.1302, -1.2080, -3.2551], [6.9910, -1.2394, -4.1110], [5.5283, -2.4592, -2.6040], [5.8183, -3.7726, -3.0730], [5.1731, -4.8771, -2.5866], [4.1371, -4.7052, -1.6575], [3.7700, -3.4319, -1.1990], [4.5134, -2.3194, -1.6100], [4.0376, -0.9893, -1.1361], [3.2111, -0.9328, -0.2418], [5.6428, 3.3623, -3.8998], [3.5801, 3.3972, -2.4596], [3.0370, 1.5895, -1.1477], [6.7151, 1.3295, -4.3188], [6.4444, -3.7592, -3.9528], [5.3653, -5.9141, -2.8191], [3.6491, -5.6149, -1.3401], [3.0315, -3.2868, -0.4244]]}